Entry from the OMol25 dataset: a molecular structure, C17H18F5NO8P2PtSTe (ωB97M-V with the def2-TZVPD basis set).

Structure (ORCA input):
```
! wB97M-V def2-TZVPD RIJCOSX def2/J DEFGRID3
* xyz -2 3
Pt 0.13 -0.96 1.66
O -2.79 0.82 4.06
P -1.27 0.34 3.80
O -0.36 0.88 4.83
O -1.01 0.66 2.32
O -1.35 -1.27 3.98
P -2.06 -2.46 3.08
O -1.11 -3.63 3.55
O -3.47 -2.61 3.48
O -1.78 -2.15 1.58
H -2.92 0.80 5.02
H -1.01 -4.30 2.82
C -1.35 -0.15 -4.31
C -1.46 1.34 -3.95
C -1.47 2.16 -5.24
C -2.78 1.60 -3.20
C -0.29 1.72 -3.03
C 0.64 2.71 -3.35
C 1.69 3.03 -2.50
C 1.81 2.32 -1.31
S 2.99 2.46 -0.03
C 2.16 1.17 0.84
N 1.12 0.71 0.23
C 0.88 1.33 -0.98
C -0.16 1.03 -1.83
C 2.57 0.64 2.12
C 3.67 1.10 2.84
C 3.98 0.53 4.06
C 3.18 -0.50 4.56
C 2.08 -0.95 3.85
C 1.76 -0.39 2.62
H -2.18 -0.44 -4.96
H -1.38 -0.78 -3.42
H -0.41 -0.35 -4.82
H -2.32 1.85 -5.86
H -0.56 2.00 -5.82
H -1.58 3.23 -5.04
H -3.63 1.37 -3.85
H -2.85 2.64 -2.89
H -2.85 0.97 -2.31
H 0.56 3.26 -4.28
H 2.41 3.80 -2.76
H -0.83 0.23 -1.54
H 4.28 1.90 2.43
H 4.83 0.89 4.63
H 3.41 -0.94 5.52
H 1.46 -1.74 4.25
F 1.03 -4.96 0.10
Te -0.28 -3.54 0.06
F -1.03 -4.99 1.37
F -1.15 -4.81 -1.26
F 0.78 -3.27 -1.55
F -0.74 -1.63 -0.74
O 1.00 -2.66 1.15
*
```

Values from the calculation:
Relative energy (zero: lowest compared OMol25 entry of this formula, charge and spin) in kcal/mol: 56.0
Maximum force in Eh/bohr: 0.0815
Total energy in eV: -89341.459
Orbital gap (alpha / beta) in eV: 6.486 / 7.610